{"formula": "C20H46Cl8N2", "method": "ωB97M-V/def2-TZVPD", "symbols": ["C", "C", "N", "C", "C", "C", "C", "H", "H", "H", "H", "H", "H", "H", "H", "H", "H", "H", "H", "H", "H", "H", "C", "C", "N", "C", "C", "C", "C", "H", "H", "H", "H", "H", "H", "H", "H", "H", "H", "H", "H", "H", "H", "H", "Cl", "C", "C", "Cl", "H", "H", "H", "H", "Cl", "C", "C", "Cl", "H", "H", "H", "H", "Cl", "C", "C", "Cl", "H", "H", "H", "H", "Cl", "C", "C", "Cl", "H", "H", "H", "H"], "positions_angstrom": [[-14.8995, -10.3351, 21.6296], [-14.1694, -11.1995, 20.5329], [-13.3569, -12.2761, 21.1481], [-13.3831, -13.4842, 20.4811], [-13.2517, -13.6829, 19.1775], [-11.9134, -11.9296, 21.4172], [-11.2506, -12.6943, 22.5977], [-15.6441, -10.8383, 22.3209], [-15.6385, -9.6313, 21.0410], [-14.1745, -9.8414, 22.3010], [-13.3738, -10.8736, 19.8180], [-15.1257, -11.4274, 19.8803], [-14.5071, -13.7624, 20.4574], [-13.1826, -14.3571, 21.1810], [-13.4431, -12.9351, 18.4849], [-13.7385, -14.5433, 19.0239], [-12.3006, -13.7397, 18.8715], [-11.7706, -10.8048, 21.5845], [-11.5428, -12.2921, 20.6722], [-11.2699, -13.6868, 22.6568], [-11.8296, -12.1669, 23.3740], [-10.2316, -12.4166, 22.4963], [-21.3225, -12.4788, 27.3473], [-20.0595, -11.5738, 27.6283], [-18.9204, -12.1049, 26.7469], [-19.0924, -12.0031, 25.3017], [-19.7137, -10.9874, 24.6267], [-17.6339, -11.6209, 27.1126], [-17.2230, -12.2859, 28.4009], [-21.7013, -12.1191, 26.2626], [-22.1711, -12.2940, 27.8959], [-21.3049, -13.6737, 27.3385], [-20.0086, -11.6409, 28.6258], [-20.3443, -10.5410, 27.5001], [-19.9284, -12.7627, 25.2049], [-18.4530, -12.6672, 24.8065], [-20.5906, -10.3258, 25.0885], [-20.3879, -11.4647, 23.7648], [-18.8930, -10.2862, 24.4106], [-17.7331, -10.4977, 27.4574], [-17.1218, -11.5031, 26.3236], [-16.1240, -11.9601, 28.8579], [-16.7596, -13.3731, 28.3515], [-17.9133, -12.2059, 29.1120], [-20.4024, -16.6768, 28.2770], [-18.7391, -16.5366, 27.6283], [-18.6997, -15.8080, 26.3196], [-17.1834, -15.8874, 25.5562], [-18.6122, -17.6161, 27.1160], [-18.1378, -16.0591, 28.3222], [-19.0669, -14.8879, 26.4850], [-19.4510, -16.1848, 25.6448], [-10.2854, -14.5353, 25.5901], [-10.1420, -12.9767, 26.2824], [-8.6838, -12.4258, 26.2177], [-7.6963, -13.4077, 27.3704], [-10.6284, -12.7230, 27.3231], [-10.5907, -12.2416, 25.5504], [-8.7441, -11.4088, 26.4957], [-8.1453, -12.4588, 25.3031], [-13.9319, -12.2691, 26.8941], [-14.2084, -11.9491, 25.0878], [-14.8595, -13.1691, 24.4327], [-13.8744, -14.6387, 24.5012], [-13.1732, -11.7164, 24.6824], [-14.6982, -11.0294, 25.0879], [-14.9169, -12.9823, 23.2398], [-15.8248, -13.6012, 24.8510], [-18.7821, -10.4218, 20.1095], [-19.4263, -12.0406, 20.2049], [-18.1805, -13.1091, 20.3126], [-17.6579, -13.0700, 22.0676], [-19.8651, -12.2406, 19.1244], [-20.1690, -11.9811, 20.8319], [-17.3861, -12.8800, 19.5846], [-18.6779, -14.0851, 20.3760]], "de_lowest_kcal_mol": 44.9, "lumo_ev": 0.40, "smiles": "CCN(CC)CC.CCN(CC)CC.ClCCCl.ClCCCl.ClCCCl.ClCCCl"}

{"formula": "C20H46ClIN3O8S", "method": "ωB97M-V/def2-TZVPD", "symbols": ["C", "C", "C", "I", "N", "C", "N", "N", "C", "C", "C", "C", "S", "O", "O", "Cl", "H", "H", "H", "H", "H", "H", "H", "H", "H", "H", "H", "H", "H", "H", "H", "H", "H", "H", "C", "O", "C", "C", "O", "C", "C", "O", "C", "H", "H", "H", "H", "H", "H", "H", "H", "H", "H", "H", "H", "H", "H", "C", "O", "C", "C", "O", "C", "C", "O", "C", "H", "H", "H", "H", "H", "H", "H", "H", "H", "H", "H", "H", "H", "H"], "positions_angstrom": [[-2.8366, 0.5811, -5.5017], [-3.7943, -0.4010, -4.5488], [-3.4449, -0.2052, -2.9278], [-4.0330, -2.0551, -1.9129], [-4.1141, 1.0504, -2.3785], [-4.0707, 1.0608, -0.8387], [-5.4423, 0.9160, -0.1628], [-2.8743, 1.1706, -0.1182], [-2.9188, 1.1512, 1.3928], [-1.5036, 0.7866, 2.1323], [-0.1847, 1.5603, 1.5452], [1.1092, 0.5435, 1.8449], [1.7549, -0.2720, 0.2850], [2.9395, 0.5242, -0.3281], [0.6139, -0.5054, -0.7347], [2.5645, -2.1667, 0.8119], [-2.6869, 1.5838, -4.9160], [-1.7973, 0.0695, -5.6832], [-3.3776, 0.7544, -6.5412], [-4.9496, -0.1817, -4.7266], [-3.5024, -1.5148, -4.8497], [-2.2706, -0.0925, -2.7669], [-5.1314, 0.9360, -2.6718], [-5.7415, -0.0833, -0.1481], [-6.1505, 1.5455, -0.6011], [-2.0112, 1.2754, -0.7118], [-3.4159, 2.1525, 1.8080], [-3.6849, 0.2894, 1.7022], [-1.3715, -0.3957, 2.0531], [-1.6096, 1.0564, 3.2680], [-0.2318, 1.8440, 0.4112], [-0.0023, 2.5607, 2.1544], [0.7478, -0.3326, 2.5707], [1.9633, 1.0990, 2.4205], [2.9323, 2.6249, -2.0631], [3.4768, 2.4599, -3.3635], [3.5219, 1.0980, -3.7840], [3.1967, 0.9797, -5.2771], [1.8170, 1.1969, -5.6034], [1.3255, 2.5342, -5.4557], [1.8954, 3.5328, -6.4698], [3.2536, 3.8434, -6.1591], [4.0609, 4.0256, -7.3112], [3.6522, 2.2956, -1.3110], [2.7223, 3.6862, -1.9163], [1.9919, 2.0749, -1.9588], [2.8186, 0.4846, -3.2163], [4.5391, 0.7341, -3.6026], [3.4089, -0.0522, -5.5813], [3.8451, 1.6122, -5.8834], [1.4496, 2.8835, -4.4309], [0.2450, 2.4687, -5.6261], [1.3279, 4.4670, -6.4243], [1.8049, 3.1102, -7.4815], [3.9084, 3.2166, -8.0334], [5.1073, 4.0028, -6.9965], [3.8491, 4.9932, -7.7703], [0.8065, -2.2555, 9.0193], [0.0072, -2.8035, 7.9822], [-0.7649, -1.8233, 7.2917], [-0.8348, -2.1432, 5.7944], [0.3866, -1.9099, 5.0796], [1.4758, -2.7955, 5.3641], [1.2672, -4.2325, 4.8723], [0.3136, -4.9095, 5.6909], [-0.5157, -5.7989, 4.9605], [0.1796, -1.9816, 9.8704], [1.5225, -3.0175, 9.3332], [1.3689, -1.3866, 8.6637], [-0.3451, -0.8235, 7.4233], [-1.7744, -1.8446, 7.7165], [-1.5694, -1.4644, 5.3449], [-1.2060, -3.1519, 5.6134], [1.7369, -2.7642, 6.4217], [2.3364, -2.3825, 4.8259], [2.2088, -4.7853, 4.9424], [0.9449, -4.2102, 3.8207], [-0.9131, -5.3200, 4.0595], [-1.3611, -6.0713, 5.5975], [0.0387, -6.7028, 4.7004]], "lumo_ev": -4.47, "charge": 1}

{"formula": "C20H46Cs3N6O14S2", "method": "ωB97M-V/def2-TZVPD", "symbols": ["Cs", "Cs", "Cs", "S", "O", "O", "O", "O", "C", "C", "O", "N", "C", "H", "H", "H", "H", "H", "H", "H", "C", "C", "O", "N", "C", "H", "H", "H", "H", "H", "H", "H", "C", "C", "O", "N", "C", "H", "H", "H", "H", "H", "H", "H", "C", "C", "O", "N", "C", "H", "H", "H", "H", "H", "H", "H", "C", "C", "O", "N", "C", "H", "H", "H", "H", "H", "H", "H", "C", "C", "O", "N", "C", "H", "H", "H", "H", "H", "H", "H", "C", "C", "O", "S", "O", "O", "O", "H", "H", "H", "H"], "positions_angstrom": [[-1.2118, 2.8647, -2.9344], [2.8987, -0.6345, -1.7744], [-3.5997, -0.2502, 0.0030], [-0.3492, 0.4624, -0.6173], [-1.1047, 1.2821, 0.2737], [0.1615, -0.7033, 0.0371], [-1.1978, 0.1352, -1.7206], [0.8040, 1.2376, -1.1581], [2.1545, -3.7327, -5.0699], [1.6592, -3.7132, -3.6102], [2.5040, -3.6009, -2.7092], [0.3630, -3.7524, -3.3661], [-0.2906, -3.6058, -2.0272], [2.6581, -2.7883, -5.2764], [1.3116, -3.7675, -5.7601], [2.9108, -4.4991, -5.2395], [-0.3198, -3.8922, -4.0971], [-0.0726, -4.5006, -1.4442], [-1.3732, -3.5118, -2.1119], [0.1546, -2.8331, -1.4005], [-4.6419, 5.2167, 1.1638], [-4.0392, 3.9020, 0.8096], [-4.7028, 2.9321, 0.3082], [-2.7294, 3.8138, 0.8658], [-1.6925, 4.6776, 1.3655], [-3.8915, 5.9804, 1.3682], [-5.3766, 5.3214, 1.9621], [-5.1587, 5.6318, 0.2985], [-2.4691, 2.9163, 0.4826], [-2.0074, 5.1109, 2.3148], [-1.4813, 5.4167, 0.5928], [-0.7095, 4.2578, 1.5787], [-2.7026, -4.2452, 2.5215], [-2.0883, -3.2043, 1.6522], [-2.5728, -3.0903, 0.5344], [-1.0646, -2.4574, 2.0305], [-0.2422, -2.6151, 3.2453], [-2.3167, -4.1077, 3.5316], [-2.3322, -5.2250, 2.2200], [-3.7923, -4.2222, 2.5057], [-0.6661, -1.8829, 1.3017], [0.6088, -1.9340, 3.2459], [0.1238, -3.6403, 3.3015], [-0.7453, -2.3943, 4.1867], [2.5055, -3.7202, 0.8200], [3.1792, -2.5282, 1.5526], [4.2556, -2.6667, 2.1117], [2.5483, -1.3334, 1.5821], [3.1374, -0.1544, 2.1787], [1.6380, -3.4291, 0.2278], [2.1977, -4.4473, 1.5714], [3.2505, -4.2954, 0.2703], [1.7116, -1.1796, 1.0377], [4.1685, 0.0039, 1.8628], [3.1842, -0.2632, 3.2623], [2.7857, 0.8554, 1.9675], [0.3332, -0.2381, -4.7854], [-0.8737, -1.1408, -4.9526], [-0.9941, -1.8543, -5.9222], [-1.8163, -1.0900, -3.9798], [-3.0399, -1.9111, -4.0382], [0.1526, 0.5455, -4.0495], [0.5873, 0.2518, -5.7254], [1.2444, -0.7221, -4.4340], [-1.6721, -0.5567, -3.1343], [-3.5805, -1.7365, -4.9684], [-3.7285, -1.6264, -3.2426], [-2.8251, -2.9784, -4.0909], [4.9954, 4.1059, -0.6657], [3.9181, 3.1174, -0.5922], [4.2486, 1.9313, -0.5148], [2.6610, 3.4298, -0.6006], [2.0641, 4.7504, -0.5808], [5.3834, 4.1207, -1.6842], [5.8649, 3.8364, -0.0662], [4.6444, 5.1157, -0.4530], [2.0707, 2.6141, -0.6804], [1.0864, 4.7530, -0.0989], [2.0122, 5.0501, -1.6275], [2.6464, 5.4344, 0.0366], [-0.6917, 1.2787, 3.3452], [-2.0893, 1.1254, 3.9865], [-1.9234, 1.3869, 5.3745], [-0.4117, 0.8456, 5.9147], [-0.2625, -0.5791, 6.0185], [0.1573, 1.6762, 6.9423], [0.2651, 1.3124, 4.4379], [-0.6263, 2.2525, 2.8599], [-0.4828, 0.3919, 2.7468], [-2.4589, 0.1045, 3.8904], [-2.7916, 1.8058, 3.5048]], "lumo_ev": -3.10, "charge": 1}

| no. | Kohn-Sham gap (eV) | HOMO level (eV) |
| --- | --- | --- |
| 1 | 8.63 | -8.2 |
| 2 | 6.05 | -10.5 |
| 3 | 8.06 | -11.2 |